# 1
{"formula": "C24H27ClN7O4P", "method": "wB97M-V/def2-TZVPD", "species": ["C", "C", "N", "C", "C", "P", "O", "N", "C", "C", "C", "C", "N", "O", "O", "C", "C", "C", "C", "C", "N", "N", "C", "C", "C", "N", "C", "N", "C", "O", "C", "C", "C", "C", "Cl", "C", "C", "H", "H", "H", "H", "H", "H", "H", "H", "H", "H", "H", "H", "H", "H", "H", "H", "H", "H", "H", "H", "H", "H", "H", "H", "H", "H", "H"], "coordinates": [[-1.31998, -1.20724, -4.96391], [-0.85882, -0.36974, -3.77426], [-0.35436, -1.19684, -2.69301], [0.94032, -1.82766, -2.86370], [2.10330, -0.84954, -3.00564], [-0.87537, -0.89208, -1.13988], [-0.19874, -1.72984, -0.13887], [-2.52968, -1.22133, -1.33432], [-3.49279, -1.14382, -0.36406], [-3.17867, -0.66644, 0.91276], [-4.15454, -0.55926, 1.87444], [-5.46378, -0.92923, 1.57402], [-6.48129, -0.81520, 2.57214], [-6.16191, -0.38191, 3.66183], [-7.60936, -1.15664, 2.27359], [-5.78966, -1.41461, 0.30978], [-4.81188, -1.52012, -0.65071], [-0.77173, 0.85978, -0.73283], [-1.57013, 2.00852, -0.94281], [-2.87450, 2.14254, -1.64220], [-0.99776, 3.05764, -0.39149], [0.14242, 2.65037, 0.17760], [0.93744, 3.60164, 0.90706], [1.68438, 4.53640, -0.05603], [2.38140, 5.56394, 0.66970], [2.93149, 6.37702, 1.25484], [0.32211, 1.33016, -0.00805], [1.37701, 0.57690, 0.48287], [2.69947, 0.82521, 0.22510], [3.08340, 1.86539, -0.27369], [3.63004, -0.26100, 0.62814], [3.26774, -1.60552, 0.68690], [4.20231, -2.56102, 1.03903], [5.50189, -2.17726, 1.33787], [6.66045, -3.37335, 1.78494], [5.88110, -0.84413, 1.27202], [4.94589, 0.10372, 0.90962], [-0.47812, -1.69707, -5.44534], [-2.02399, -1.97279, -4.64519], [-1.80609, -0.56798, -5.69625], [-0.10045, 0.34850, -4.10445], [-1.70357, 0.19802, -3.37834], [0.89866, -2.48430, -3.73743], [1.09282, -2.45173, -1.98112], [2.08264, -0.11665, -2.20137], [3.04504, -1.38944, -2.95436], [2.06631, -0.32126, -3.95530], [-2.80208, -1.64738, -2.20888], [-2.15737, -0.39783, 1.13172], [-3.92733, -0.19442, 2.86410], [-6.80999, -1.69953, 0.10438], [-5.05587, -1.89576, -1.63371], [-3.56542, 1.36374, -1.32652], [-3.29562, 3.11512, -1.40375], [-2.74546, 2.08117, -2.72246], [0.25774, 4.18454, 1.53587], [1.64529, 3.06020, 1.53661], [0.96808, 5.00160, -0.73844], [2.41319, 3.95497, -0.62788], [1.10347, -0.37851, 0.69175], [2.27030, -1.93397, 0.43530], [3.92616, -3.60277, 1.08075], [6.89567, -0.55778, 1.49883], [5.21930, 1.14586, 0.84164]], "atomic_forces_ev_per_a": [[0.06, 0.22, 0.17], [-0.14, -0.03, -0.25], [-0.29, 0.21, 0.69], [0.42, -0.22, 0.07], [-0.22, -0.14, -0.01], [-0.96, 0.46, -1.11], [0.52, -0.10, 0.55], [0.86, 0.11, -0.55], [-0.60, 0.14, 0.55], [0.03, -0.09, -0.16], [-0.45, -0.03, 0.12], [0.99, -0.11, -0.95], [-0.51, 0.06, 0.50], [0.01, 0.06, 0.19], [-0.20, -0.04, 0.00], [-0.13, 0.09, 0.38], [0.28, 0.07, 0.02], [0.45, -0.87, 0.11], [0.19, -0.09, 0.14], [0.01, 0.08, 0.02], [-0.54, 0.71, -0.20], [0.09, -0.81, -0.06], [0.22, 0.34, 0.13], [-0.28, -0.56, -0.35], [0.06, 0.16, 0.03], [0.30, 0.42, 0.35], [-0.26, 0.17, -0.34], [-0.01, -0.20, 0.29], [-0.06, 0.08, -0.02], [0.03, 0.03, 0.03], [0.39, -0.17, 0.01], [0.05, 0.23, 0.01], [0.15, -0.09, 0.05], [-0.23, 0.19, -0.10], [0.12, -0.13, 0.05], [0.01, -0.12, 0.02], [-0.21, 0.03, -0.05], [0.05, -0.08, -0.08], [-0.08, -0.09, 0.01], [-0.03, 0.02, -0.13], [-0.08, 0.07, 0.09], [0.06, 0.10, -0.14], [-0.01, -0.05, 0.09], [0.04, -0.07, -0.18], [0.04, 0.10, 0.05], [0.13, -0.02, -0.02], [0.06, 0.11, -0.06], [0.11, -0.04, 0.10], [0.01, 0.02, 0.18], [0.03, 0.01, 0.03], [-0.02, -0.01, -0.02], [-0.04, -0.03, -0.10], [-0.08, -0.01, -0.03], [-0.08, 0.04, -0.02], [-0.06, -0.02, -0.06], [0.12, -0.14, -0.05], [-0.12, 0.05, -0.06], [0.05, -0.06, 0.04], [-0.20, 0.07, 0.02], [-0.01, 0.01, 0.03], [-0.18, -0.04, -0.02], [0.00, -0.09, 0.01], [0.09, 0.00, 0.03], [0.03, 0.07, -0.02]], "mulliken_charge": [-1.43, -0.14, 0.37, -0.73, -1.04, 0.94, -0.90, -0.13, 0.21, 0.21, -0.82, -0.21, 1.00, -0.62, -0.63, -0.50, -0.58, 0.37, 0.32, -1.26, -1.23, 0.98, -1.09, -0.01, 0.15, -0.44, -0.45, 0.13, 0.13, -0.67, 0.70, -0.15, -1.19, 0.41, -0.21, -0.73, -0.59, 0.35, 0.28, 0.44, 0.46, -0.01, 0.41, 0.42, 0.15, 0.42, 0.38, 0.08, 0.46, 0.49, 0.48, 0.43, 0.26, 0.41, 0.24, 0.50, 0.32, 0.34, 0.21, 0.42, 0.55, 0.44, 0.43, 0.47], "homo_energy_ev": -9.17, "gap_ev": 8.78, "charge": 0, "spin_multiplicity": 1, "lumo_ha": -0.014, "de_lowest_ev": 0.000, "smiles": "CCN(CC)[P@](=O)(Nc1ccc([N+](=O)[O-])cc1)c1c(C)nn(CCC#N)c1NC(=O)c1ccc(Cl)cc1", "energy_ev": -65758.69345}

# 2
{"formula": "C5H13N2", "method": "wB97M-V/def2-TZVPD", "species": ["C", "C", "C", "C", "C", "N", "N", "H", "H", "H", "H", "H", "H", "H", "H", "H", "H", "H", "H", "H"], "coordinates": [[2.69150, 0.13733, -0.98521], [2.02117, 0.97747, 0.12025], [1.03911, 0.15889, 0.97743], [-0.22324, -0.62409, 0.37010], [-0.65905, 0.41945, -0.21301], [-4.30622, 0.13264, -0.63477], [-0.60583, -1.89349, 0.53909], [2.61137, 0.63350, -1.95123], [2.15416, -0.80214, -1.15375], [3.72117, -0.02142, -0.74344], [2.71488, 1.53488, 0.73391], [1.44353, 1.75409, -0.38628], [0.73705, 0.59006, 1.92568], [1.59290, -0.73830, 1.29830], [-0.81995, 1.46333, -0.00175], [-5.03945, 0.74765, -0.30278], [-3.51153, 0.70951, -0.89186], [-3.98688, -0.46384, 0.11843], [-0.53770, -2.36303, 1.42232], [-1.03696, -2.35250, -0.24146]], "atomic_forces_ev_per_a": [[-0.90, 0.23, -0.03], [-1.18, 0.33, -1.26], [1.14, -0.70, 1.04], [-1.81, -0.10, -0.24], [1.62, 0.69, 0.76], [0.52, -0.05, -0.13], [0.71, -0.07, -0.14], [0.28, 0.22, 0.11], [0.31, -0.10, 0.28], [0.56, -0.42, -0.04], [0.22, -0.30, 0.42], [0.12, 0.14, 0.15], [-0.26, 0.51, -0.14], [-0.11, -0.17, -0.28], [-0.73, 0.05, -0.74], [0.05, -0.08, 0.12], [-0.22, 0.14, -0.15], [-0.33, 0.00, 0.17], [0.46, -0.20, 0.02], [-0.46, -0.13, 0.08]], "mulliken_charge": [-1.10, -0.41, -0.88, 0.68, -0.37, -0.64, -0.42, 0.33, 0.31, 0.31, 0.46, 0.22, 0.54, 0.40, 0.37, 0.25, 0.21, 0.23, 0.24, 0.26], "homo_energy_ev": -13.28, "gap_ev": 6.92, "charge": 1, "spin_multiplicity": 1, "lumo_ha": -0.234, "de_lowest_ev": 6.054, "energy_ev": -8364.75589}